(1)
2 unconnected molecules or ions with the total composition C20H13F3N4O7S, computed with ωB97M-V/def2-TZVPD.

Last column: Mulliken charge in e.
Geometry (Å):
C1 -4.94 -0.58 2.23  -0.39
C2 -4.46 0.72 2.06  -0.55
C3 -3.08 0.97 2.06  -0.32
C4 -2.16 -0.08 2.22  0.37
C5 -0.69 0.26 2.13  1.35
C6 0.27 -0.75 2.32  -0.87
N1 1.63 -0.52 2.30  0.28
C7 2.19 0.75 2.33  -0.23
C8 3.56 0.92 2.31  -0.65
C9 4.41 -0.18 2.30  -0.26
C10 3.84 -1.45 2.28  -0.55
C11 2.48 -1.61 2.28  -0.21
O1 -0.39 1.46 1.87  -0.85
C12 -2.65 -1.38 2.42  -0.23
C13 -4.03 -1.63 2.41  -0.77
H1 -6.01 -0.78 2.21  0.38
H2 -5.15 1.56 1.93  0.37
H3 -2.72 1.99 1.94  0.41
H4 -0.01 -1.79 2.47  0.00
H5 1.49 1.58 2.32  0.57
H6 3.93 1.94 2.30  0.41
H7 5.49 -0.05 2.30  0.40
H8 4.46 -2.35 2.25  0.39
H9 1.97 -2.58 2.26  0.35
H10 -1.95 -2.19 2.58  0.25
H11 -4.39 -2.65 2.55  0.37
O2 -2.42 -1.66 -2.52  -0.63
S1 -0.99 -1.85 -2.49  1.16
O3 -0.36 -2.82 -1.63  -0.62
C14 -0.48 -2.27 -4.26  0.70
F1 -1.04 -3.44 -4.61  -0.19
F2 -0.89 -1.30 -5.10  -0.21
F3 0.87 -2.38 -4.34  -0.21
C15 -0.17 -0.26 -2.25  0.17
C16 1.18 -0.26 -1.87  -0.51
C17 1.84 0.97 -1.88  0.35
N2 3.16 1.26 -1.54  0.91
O4 4.10 0.57 -1.20  -0.67
O5 3.29 2.66 -1.67  -0.20
N3 2.11 3.24 -2.09  -0.54
C18 1.24 2.19 -2.21  0.79
C19 -0.15 2.17 -2.59  -0.71
N4 -0.92 3.34 -2.95  0.95
O6 -0.42 4.48 -2.91  -0.55
O7 -2.12 3.14 -3.29  -0.59
C20 -0.82 0.93 -2.62  -0.63
H12 1.74 -1.17 -1.65  0.60
H13 -1.85 0.88 -2.96  0.62

spin multiplicity = 1
net charge = 0
E_HOMO = -7.566 eV
gap between HOMO and LUMO = 0.183 hartree



(2)
2 unconnected molecules or ions with the total composition C20H13F6NO, computed with ωB97M-V/def2-TZVPD.

Last column: Mulliken charge in e.
Geometry (Å):
F1 -5.54 2.92 -0.67  -0.26
C1 -5.38 1.73 -1.33  0.85
F2 -6.30 0.87 -0.80  -0.25
F3 -5.76 1.96 -2.63  -0.24
C2 -3.98 1.21 -1.22  0.41
C3 -3.76 -0.17 -1.25  -0.84
C4 -2.46 -0.65 -1.11  -0.54
C5 -1.34 0.22 -0.97  0.74
C6 -0.03 -0.37 -0.89  -0.36
C7 1.25 0.20 -1.15  0.53
C8 1.53 1.53 -1.61  -0.49
C9 2.82 2.04 -1.56  -0.86
C10 3.90 1.20 -1.28  0.48
C11 5.29 1.77 -1.32  0.85
F4 6.22 0.94 -0.75  -0.26
F5 5.71 2.02 -2.60  -0.24
F6 5.38 2.97 -0.65  -0.25
C12 3.70 -0.16 -1.03  -0.79
C13 2.40 -0.63 -0.94  -0.64
C14 -1.62 1.61 -0.90  -0.45
C15 -2.91 2.10 -1.10  -0.79
H1 -4.58 -0.86 -1.38  0.42
H2 -2.28 -1.72 -1.12  0.41
H3 -0.02 -1.41 -0.56  0.16
H4 0.72 2.15 -2.00  0.77
H5 3.00 3.10 -1.74  0.41
H6 4.53 -0.83 -0.89  0.44
H7 2.21 -1.67 -0.66  0.42
H8 -0.81 2.30 -0.65  0.65
H9 -3.09 3.17 -1.17  0.41
N1 0.20 -1.85 1.79  0.00
C16 -0.47 -3.06 1.99  0.26
O1 -1.02 -3.62 1.03  -0.70
C17 -0.50 -3.62 3.34  -0.71
C18 0.07 -2.97 4.40  -0.16
C19 0.71 -1.74 4.14  -0.70
C20 0.74 -1.25 2.82  -0.08
H10 -1.01 -4.57 3.45  0.37
H11 0.03 -3.39 5.41  0.36
H12 1.18 -1.17 4.93  0.34
H13 1.24 -0.29 2.63  0.33

spin multiplicity = 1
net charge = 0
E_HOMO = -6.471 eV
gap between HOMO and LUMO = 0.109 hartree



(3)
A molecular structure, C20H14Co2O8, computed with ωB97M-V/def2-TZVPD.

Last column: Mulliken charge in e.
Geometry (Å):
C1 -2.61 -0.39 2.96  -1.46
C2 -1.51 0.48 2.39  0.67
C3 -0.16 -0.21 2.13  0.38
C4 0.97 0.43 2.98  0.39
C5 2.06 -0.51 3.43  -1.36
O1 1.05 1.65 3.23  -0.60
O2 -1.74 1.66 2.17  -0.58
H1 -2.38 -1.45 2.92  0.31
H2 -2.81 -0.08 3.99  0.40
H3 -3.52 -0.23 2.37  0.32
H4 -0.20 -1.29 2.04  0.55
H5 1.74 -1.56 3.52  0.30
H6 2.91 -0.49 2.72  0.28
H7 2.43 -0.15 4.40  0.42
O3 3.93 -1.67 -1.86  -0.43
C6 2.84 -1.93 -2.18  0.21
Co1 1.18 -2.26 -2.67  -0.07
C7 1.01 -0.93 -3.78  -0.03
O4 0.90 -0.07 -4.53  -0.43
C8 1.68 -3.62 -3.72  0.26
O5 2.09 -4.41 -4.47  -0.48
C9 0.39 -2.09 -0.83  -0.18
C10 0.03 -0.85 -0.35  -1.37
C11 0.37 0.11 0.64  1.51
C12 0.35 1.55 0.13  0.68
C13 1.38 2.47 0.28  -0.20
C14 1.18 3.82 0.05  -0.69
C15 -0.01 4.27 -0.52  -0.50
C16 -1.00 3.34 -0.91  -0.84
C17 -0.80 1.99 -0.61  -0.08
Co2 -1.16 -1.52 -1.60  0.08
C18 -1.17 -2.76 -2.97  0.20
O6 -1.69 -3.53 -3.71  -0.57
C19 -2.63 -1.80 -0.59  0.04
O7 -3.54 -2.00 0.07  -0.43
C20 -1.78 -0.30 -2.67  -0.01
O8 -2.26 0.41 -3.44  -0.45
H8 0.62 -2.93 -0.13  0.41
H9 1.36 -0.12 1.09  -0.27
H10 2.29 2.15 0.74  0.40
H11 1.96 4.56 0.28  0.32
H12 -0.18 5.33 -0.77  0.29
H13 -1.93 3.65 -1.45  0.34
H14 -1.64 1.27 -0.78  0.28

spin multiplicity = 1
net charge = -2
E_HOMO = 1.229 eV
gap between HOMO and LUMO = 0.133 hartree



(4)
A molecular structure, C20H14FFeN2O2, computed with ωB97M-V/def2-TZVPD.

Last column: Mulliken spin population.
Geometry (Å):
Fe1 -0.88 1.17 1.26  1.10
O1 0.14 2.49 1.94  0.02
C1 1.34 2.98 1.76  -0.01
C2 1.77 4.09 2.49  0.01
C3 3.05 4.58 2.34  0.00
C4 3.95 3.97 1.46  0.00
C5 3.53 2.90 0.71  0.00
C6 2.21 2.42 0.81  0.01
C7 1.72 1.46 -0.13  -0.01
N1 0.53 1.00 -0.13  -0.04
N2 0.16 0.21 -1.20  -0.01
C8 -1.12 0.07 -1.16  -0.01
O2 -1.85 0.71 -0.30  0.03
C9 -1.79 -0.85 -2.11  0.00
C10 -3.16 -1.03 -2.04  0.01
C11 -3.79 -1.96 -2.86  0.00
C12 -3.04 -2.70 -3.76  0.00
C13 -1.67 -2.51 -3.85  0.00
C14 -1.04 -1.59 -3.03  0.00
H1 1.07 4.55 3.18  0.00
H2 3.36 5.45 2.90  0.00
H3 4.96 4.35 1.36  0.00
H4 4.21 2.42 0.01  0.00
H5 2.36 1.18 -0.96  0.00
H6 -3.73 -0.44 -1.33  0.00
H7 -4.86 -2.10 -2.79  0.00
H8 -3.53 -3.43 -4.39  0.00
H9 -1.09 -3.09 -4.56  0.00
H10 0.03 -1.43 -3.08  0.00
F1 -0.08 -4.70 1.37  0.00
C15 -0.18 -3.36 1.49  0.01
C16 0.98 -2.61 1.54  -0.01
C17 0.88 -1.23 1.66  0.01
C18 -0.37 -0.63 1.73  -0.12
C19 -1.52 -1.41 1.69  0.02
C20 -1.44 -2.79 1.56  -0.01
H11 1.94 -3.11 1.49  0.00
H12 1.78 -0.64 1.70  0.00
H13 -2.51 -0.96 1.74  -0.01
H14 -2.32 -3.42 1.51  0.00

spin multiplicity = 2
net charge = 0
E_HOMO (alpha / beta) = -8.266 / -8.241 eV
gap between HOMO and LUMO (alpha / beta) = 0.280 / 0.290 hartree
⟨S²⟩ = 0.818



(5)
A molecular structure, C20H14I2N4O5S4SeSn, computed with ωB97M-V/def2-TZVPD.

Last column: Mulliken charge in e.
Geometry (Å):
Sn1 0.13 -0.04 -0.51  0.81
O1 -0.35 3.21 1.73  -0.72
C1 0.49 2.50 1.19  -0.13
O2 0.31 1.97 0.01  -0.48
C2 1.83 2.29 1.89  0.18
C3 3.00 2.16 0.92  -0.07
C4 4.32 2.30 1.70  -0.96
C5 4.44 0.89 2.35  -1.07
C6 3.11 0.27 1.92  -0.12
O3 2.97 0.77 0.59  -0.31
C7 1.95 0.94 2.67  0.18
C8 0.71 0.05 2.70  -0.28
O4 0.25 -0.28 3.78  -0.77
O5 0.20 -0.35 1.57  -0.26
H1 1.94 3.14 2.56  0.51
H2 2.93 2.75 0.01  0.62
H3 4.26 3.10 2.44  0.34
H4 5.16 2.51 1.04  0.35
H5 4.58 0.91 3.43  0.42
H6 5.26 0.33 1.90  0.31
H7 3.08 -0.82 1.90  0.79
H8 2.21 1.11 3.71  0.40
Se1 -6.35 -3.64 2.09  0.12
N1 -4.83 -4.22 1.35  -0.93
C9 -4.11 -3.16 1.06  0.87
C10 -2.82 -3.21 0.43  0.27
C11 -2.27 -4.43 -0.10  -0.83
C12 -1.05 -4.42 -0.65  -0.86
C13 -0.20 -3.20 -0.60  -0.37
N2 -0.93 -1.99 -0.41  0.00
C14 -2.12 -2.04 0.19  -0.22
C15 -2.75 -0.74 0.51  0.11
N3 -2.05 0.35 0.18  0.06
C16 -2.57 1.56 0.38  -0.24
C17 -3.82 1.73 0.96  -1.19
C18 -4.54 0.61 1.32  -0.45
C19 -4.01 -0.65 1.09  0.32
C20 -4.72 -1.88 1.40  1.01
N4 -5.89 -1.91 1.96  -0.90
H9 -2.88 -5.32 -0.07  0.43
H10 -0.62 -5.31 -1.10  0.42
H11 0.46 -3.12 -1.45  0.73
H12 -1.95 2.39 0.09  0.62
H13 -4.20 2.73 1.12  0.40
H14 -5.52 0.69 1.78  0.52
S1 2.07 -1.01 -1.77  -0.32
S2 3.50 -1.93 -0.64  -0.07
S3 2.75 -3.83 -0.30  -0.17
S4 1.10 -3.47 0.82  0.00
I1 -0.68 0.73 -3.06  -0.14
I2 -1.78 2.04 -6.51  -0.95

spin multiplicity = 1
net charge = -2
E_HOMO = -1.671 eV
gap between HOMO and LUMO = 0.189 hartree



(6)
C20H14O9 in the gas phase, computed with ωB97M-V/def2-TZVPD.

Last column: Mulliken charge in e.
Geometry (Å):
C1 -2.93 -0.39 2.79  -1.15
C2 -2.25 -0.22 1.46  0.69
O1 -2.89 0.29 0.56  -0.55
O2 -1.00 -0.60 1.44  -0.47
C3 -0.23 -0.09 0.43  -0.31
C4 0.69 0.96 0.57  0.91
C5 0.43 1.84 1.73  -0.46
C6 1.30 2.03 2.79  -0.52
C7 1.09 3.13 3.76  -0.91
C8 -0.12 3.77 3.69  0.21
O3 -0.37 4.60 4.65  -0.57
C9 -1.08 3.42 2.72  0.40
O4 -2.18 4.11 2.66  -0.62
C10 -0.88 2.42 1.74  -0.71
C11 1.72 1.17 -0.36  0.33
O5 2.81 2.11 -0.23  -0.70
C12 1.77 0.25 -1.49  1.00
O6 2.72 0.55 -2.43  -0.64
C13 0.88 -0.78 -1.68  0.51
C14 -0.13 -0.91 -0.69  0.60
O7 -0.90 -1.95 -1.16  -0.55
C15 -0.45 -2.45 -2.31  0.54
C16 -0.95 -3.51 -3.02  -1.11
C17 -0.09 -4.23 -3.86  0.19
O8 -0.60 -5.31 -4.58  -0.54
C18 1.13 -3.69 -4.29  0.48
O9 1.97 -4.44 -5.08  -0.62
C19 1.68 -2.57 -3.58  -0.27
C20 0.80 -1.88 -2.71  -0.57
H1 -3.45 0.55 3.06  0.24
H2 -2.18 -0.59 3.58  0.28
H3 -3.60 -1.24 2.76  0.38
H4 2.25 1.44 2.92  0.43
H5 1.67 3.27 4.60  0.50
H6 -1.33 4.81 4.46  0.37
H7 -2.87 3.39 2.73  0.34
H8 -1.56 2.24 0.93  0.78
H9 2.61 2.65 0.56  0.36
H10 3.29 1.30 -2.04  0.39
H11 -1.97 -3.81 -2.78  0.41
H12 0.13 -5.68 -5.03  0.32
H13 2.32 -3.86 -5.87  0.37
H14 2.73 -2.09 -3.42  0.26

spin multiplicity = 1
net charge = 0
SMILES = CC(=O)Oc1c(-c2ccc(O)c(O)c2)c(O)c(O)c2c1oc1cc(O)c(O)cc12
E_HOMO = -7.800 eV
gap between HOMO and LUMO = 0.295 hartree